Below is a cluster of 7 separate species, C14H42O7 in total at a distorted geometry, with properties calculated with ωB97M-V/def2-TZVPD.

Structure (XYZ):
```
63
Properties=species:S:1:pos:R:3:lowdin_charge:R:1
C 3.92262 -2.57711 4.90490 -0.099
C 4.77602 -2.83707 6.13232 -0.325
O 4.10604 -2.91419 7.38403 -0.076
H 3.13973 -1.85716 5.14332 0.072
H 3.40338 -3.47818 4.57846 0.069
H 4.45624 -2.28038 4.00197 0.075
H 5.38920 -1.93684 6.17354 0.101
H 5.35585 -3.75473 6.03335 0.113
H 3.25982 -2.47765 7.26178 0.069
C -5.46373 -2.94570 5.46613 -0.076
C -5.95611 -4.41551 5.37175 -0.355
O -7.22597 -4.59268 5.87449 -0.070
H -5.63437 -2.58645 6.48098 0.070
H -5.87065 -2.22070 4.76123 0.069
H -4.40456 -3.01131 5.21726 0.066
H -5.27914 -5.15873 5.79298 0.113
H -6.11129 -4.55697 4.30217 0.103
H -7.16786 -5.52384 6.10066 0.082
C -4.16382 4.77908 -5.97381 -0.109
C -3.14298 3.83969 -5.40991 -0.361
O -2.63801 4.49160 -4.30446 -0.070
H -3.59708 5.62507 -6.36266 0.071
H -4.90455 5.14597 -5.26332 0.082
H -4.67586 4.38788 -6.85295 0.074
H -2.39868 3.60021 -6.16937 0.112
H -3.69680 2.94517 -5.12492 0.115
H -2.24383 5.32317 -4.57779 0.086
C 0.29862 -0.37394 -8.24229 -0.112
C -0.12278 0.08115 -9.64096 -0.343
O -1.48021 0.35134 -9.71230 -0.065
H -0.14775 -1.33829 -7.99962 0.068
H 0.00568 0.23479 -7.38688 0.069
H 1.38533 -0.42934 -8.30610 0.072
H 0.18241 -0.81872 -10.17499 0.107
H 0.49782 0.96259 -9.80232 0.115
H -2.08682 -0.32363 -9.39922 0.089
C 2.71937 5.97516 6.46795 -0.088
C 2.21053 5.60557 7.88969 -0.303
O 0.83612 5.93377 7.96186 -0.098
H 2.35959 5.32301 5.67211 0.062
H 3.80298 5.87046 6.41385 0.068
H 2.20057 6.83516 6.04447 0.067
H 2.68680 6.14359 8.70932 0.105
H 2.29038 4.53050 8.05070 0.108
H 0.76930 6.88802 8.04274 0.078
C 3.49512 -5.36070 -4.84193 -0.083
C 3.15624 -4.08515 -4.10298 -0.330
O 1.79575 -4.12501 -3.68605 -0.094
H 3.91551 -6.11092 -4.17220 0.072
H 4.40307 -5.13449 -5.40100 0.068
H 2.68914 -5.69300 -5.49621 0.081
H 3.33652 -3.13206 -4.60019 0.107
H 3.70408 -4.03830 -3.16182 0.103
H 1.57007 -3.26800 -3.31699 0.076
C -0.51805 1.15633 1.03490 -0.100
C 0.64135 0.67118 0.21947 -0.333
O 0.20002 0.34747 -1.06965 -0.095
H -0.93775 0.37921 1.67369 0.071
H -1.28317 1.71868 0.49968 0.080
H -0.06264 1.82354 1.76669 0.068
H 1.07592 -0.21084 0.68988 0.119
H 1.29355 1.52819 0.05137 0.108
H -0.11626 1.07007 -1.61683 0.084
```

- gap between HOMO and LUMO (hartree) = 0.3801
- HOMO (eV) = -9.92
- total charge = 0
- lowest unoccupied orbital energy (eV) = 0.43
- energy above the lowest of the compared OMol25 structures with the same formula, charge and spin (kcal per mole) = 104.5